Record 1
Computed, not measured: C32H39N5Ti as an isolated structure in a non-equilibrium geometry, with ωB97M-V with the def2-TZVPD basis set.

**⟨S²⟩**: 2.048
**2S+1**: 3
**HOMO-LUMO gap (spin up / spin down)**: 0.0706 / 0.1520 Eh
**Net charge**: -2

```
77
C32H39N5Ti ωB97M-V with the def2-TZVPD basis set
Ti 0.6930 -0.3116 1.2439
N -1.1180 -3.1938 3.0881
N 2.1567 -1.3184 0.2901
C 0.5393 2.2175 1.1185
C 1.8835 1.6987 1.1815
C 2.0228 0.9976 2.4433
C 3.2267 0.2736 2.9297
H 4.0594 0.3785 2.2255
H 3.0231 -0.7970 3.0662
H 3.5440 0.6731 3.9036
C 0.7840 1.1650 3.1685
C 0.4806 0.6404 4.5230
H 0.4122 1.4611 5.2536
H 1.2562 -0.0529 4.8624
H -0.4783 0.1030 4.5456
C -0.0975 1.9622 2.3726
C -1.4021 2.5053 2.8239
H -1.9308 1.7976 3.4738
H -2.0561 2.7448 1.9775
H -1.2632 3.4342 3.3995
C 2.9946 2.0245 0.2447
H 3.6464 2.8072 0.6664
H 2.6168 2.3965 -0.7153
H 3.6316 1.1550 0.0454
C -0.0601 2.9333 -0.0390
H -1.1152 2.6556 -0.1813
H 0.4619 2.6894 -0.9745
H -0.0214 4.0259 0.0954
C -2.0466 -4.0679 2.7323
H -2.9032 -4.2006 3.4060
C -1.9946 -4.8222 1.5401
H -2.8213 -5.4868 1.3022
C -0.8679 -4.6880 0.7206
H -0.7771 -5.2587 -0.2052
C 0.1454 -3.8270 1.1170
H 1.0664 -3.6854 0.5534
C -0.0345 -2.9860 2.2688
C 0.7940 -1.8504 2.5163
H 1.1778 -1.8084 3.5470
C 1.2157 -0.7995 -0.5855
C 3.2863 -1.6257 -0.4727
H 4.1629 -2.0720 -0.0368
C 3.0579 -1.2815 -1.7711
H 3.6808 -1.3754 -2.6485
N 1.7493 -0.7971 -1.8465
C 1.0834 -0.1230 -2.9033
C 1.6571 0.9964 -3.5364
C 0.8064 1.8509 -4.2525
H 1.2303 2.7391 -4.7296
C -0.5649 1.6114 -4.3499
C -1.4764 2.5634 -5.0660
H -2.3345 2.8342 -4.4370
H -1.8772 2.1157 -5.9851
H -0.9432 3.4794 -5.3373
C -1.0929 0.4481 -3.7756
H -2.1572 0.2218 -3.8923
C -0.2830 -0.4288 -3.0541
C -0.8311 -1.6931 -2.4699
H -0.4221 -2.5860 -2.9664
H -1.9220 -1.7191 -2.5725
H -0.5926 -1.7813 -1.4013
C 3.1106 1.3457 -3.4606
H 3.6344 1.0482 -4.3820
H 3.6326 0.8797 -2.6213
H 3.2262 2.4351 -3.3719
C -4.6047 0.0538 -0.6749
N -3.4897 -0.1434 0.2339
C -3.5941 -0.5461 1.5613
C -2.3258 -0.6476 2.0317
N -1.4419 -0.3437 1.0013
C -2.1832 -0.0085 -0.0594
H -5.1224 -0.8979 -0.8664
H -5.3292 0.7540 -0.2373
H -4.2363 0.4588 -1.6256
H -4.5337 -0.7224 2.0526
H -1.9834 -0.9669 3.0036
H -1.8207 0.3386 -1.0257
```

---

Record 2
Computed, not measured: C32H39NO2PdS2Si as an isolated structure, with ωB97M-V with the def2-TZVPD basis set.

**Energy above the lowest of the compared OMol25 structures with the same formula, charge and spin**: 0.00 kJ/mol
**HOMO-LUMO gap**: 0.2118 Eh
**Net charge**: -2

```
78
C32H39NO2PdS2Si ωB97M-V with the def2-TZVPD basis set
Pd 0.2609 0.4947 0.1620
C -5.7508 -2.4641 0.9310
Si -4.2741 -3.6049 0.7043
C -4.6439 -5.0761 1.8544
C -4.2525 -4.3649 -1.0156
C -2.6376 -2.8970 1.2589
C -1.9363 -3.4437 2.3167
C -0.7068 -2.9162 2.7026
C -0.2280 -1.8402 1.9828
N -0.8764 -1.2715 0.9618
C -2.0809 -1.7702 0.5745
S -2.9367 -1.0700 -0.7372
H -6.6808 -3.0009 0.7159
H -5.6670 -1.5979 0.2778
H -5.7930 -2.1129 1.9657
H -5.5932 -5.5374 1.5652
H -4.7289 -4.7700 2.9007
H -3.8670 -5.8429 1.7901
H -5.2169 -4.8392 -1.2275
H -3.4774 -5.1336 -1.0784
H -4.0479 -3.6058 -1.7681
H -2.3410 -4.2980 2.8516
H -0.1300 -3.3285 3.5198
H 0.7412 -1.4071 2.2003
O -1.1542 2.8391 2.1393
S -1.8617 2.7358 0.8282
C -1.9642 4.4604 0.2727
C -2.6957 4.8056 -0.8564
C -2.7540 6.1317 -1.2585
C -2.0897 7.1120 -0.5309
C -1.3683 6.7600 0.6019
C -1.3080 5.4335 1.0086
C -0.7188 2.1721 -0.4274
C 0.6901 2.4724 -0.3210
C 1.4259 2.7085 -1.5299
C 0.8436 2.5774 -2.7529
C -0.5289 2.1984 -2.8536
C -1.2863 2.0063 -1.7409
H -3.2033 4.0350 -1.4231
H -3.3157 6.4009 -2.1452
H -2.1342 8.1475 -0.8477
H -0.8482 7.5225 1.1705
H -0.7597 5.1204 1.8889
H 1.0598 2.9120 0.6015
H 2.4721 2.9867 -1.4518
H 1.4252 2.7260 -3.6555
H -0.9646 2.0235 -3.8313
H -2.3173 1.6797 -1.8156
C 1.2732 -1.0037 -2.7610
C 2.2684 -2.0044 -2.1683
C 1.5487 -3.0504 -1.3126
C 3.4110 -1.3052 -1.4544
C 4.6416 -1.2359 -2.0897
C 5.7487 -0.6222 -1.5143
C 5.6016 -0.0796 -0.2444
C 4.3952 -0.1187 0.4394
C 4.3319 0.4476 1.8445
C 4.0238 -0.6436 2.8755
C 3.3524 1.6132 1.9872
C 3.2401 -0.7168 -0.1586
O 2.1124 -0.7624 0.4740
H 0.4079 -1.5158 -3.1914
H 1.7478 -0.3988 -3.5382
H 0.9051 -0.3200 -1.9919
H 2.7283 -2.5404 -3.0100
H 0.9817 -2.5729 -0.5172
H 2.2645 -3.7394 -0.8548
H 0.8594 -3.6293 -1.9353
H 4.7344 -1.6864 -3.0758
H 6.6986 -0.5791 -2.0350
H 6.4550 0.3900 0.2410
H 5.3372 0.8317 2.0637
H 3.0596 -1.0970 2.6468
H 3.9868 -0.2258 3.8871
H 4.7875 -1.4253 2.8510
H 2.3302 1.2763 1.8168
H 3.5726 2.3962 1.2571
H 3.4158 2.0493 2.9899
```

---

Record 3
Computed, not measured: one molecule with the formula C32H40ClF5NO3PS in a non-equilibrium geometry, with ωB97M-V with the def2-TZVPD basis set.

**SMILES**: C=CCc1cc(P(O)O)c(CC=C)c2c1Nc1c([C@H](Cl)CC)cc(CCCC(F)(F)C(F)(F)F)c(OC[C@@H](C)C(C)C)c1S2
**HOMO-LUMO gap**: 0.2639 Eh

```
84
C32H40ClF5NO3PS ωB97M-V with the def2-TZVPD basis set
C -2.0456 -0.4921 -7.3724
C -1.1655 -1.6206 -6.9645
C -0.3470 -1.7107 -5.5151
C -1.3824 -1.3358 -4.2765
C -2.9519 -1.8947 -4.4073
C -4.1265 -1.5675 -3.2724
P -5.8650 -2.3000 -3.5781
O -7.1082 -1.0835 -3.6645
O -5.9050 -3.4089 -4.9214
C -3.6875 -0.6739 -1.9701
C -4.7846 -0.3206 -0.7979
C -5.2982 1.2358 -0.7789
C -5.2209 1.9550 0.5424
C -2.1403 -0.1519 -1.8309
C -0.9320 -0.4536 -2.9474
N 0.4947 0.0409 -2.7618
C 1.0211 -0.2963 -1.3571
C 2.4943 -1.0185 -1.1414
C 3.4993 -1.4264 -2.3785
Cl 3.9419 0.1747 -3.2762
C 2.9185 -2.5850 -3.3828
C 3.6690 -2.6633 -4.8458
C 2.9871 -1.3538 0.4026
C 2.1242 -0.9992 1.7665
C 2.7383 -1.4243 3.2254
C 3.5579 -0.2417 4.0102
C 2.8863 -0.1391 5.5349
C 3.3972 -1.3365 6.5471
F 4.2732 -0.8249 7.6607
F 4.2305 -2.3836 5.8528
C 2.1194 -2.0774 7.3173
F 2.5822 -2.9987 8.4203
F 1.2967 -1.0158 8.0082
F 1.2793 -2.8806 6.3951
C 0.6700 -0.2722 1.5532
O -0.2207 0.0976 2.6648
C 0.2062 1.3787 3.2648
C -0.0728 2.6995 2.3306
C -1.6717 3.1822 2.3287
C 0.7638 3.9785 3.0040
C 0.2502 5.4029 2.2937
C 2.3930 3.8963 2.6392
C 0.1551 0.0526 0.0310
S -1.5518 0.8431 -0.3086
H -1.9288 0.1747 -8.3306
H -2.9885 -0.2606 -6.6802
H -1.0034 -2.5320 -7.7071
H 0.4675 -0.8408 -5.5377
H 0.1436 -2.7802 -5.3705
H -3.2716 -2.5588 -5.3411
H -6.9240 -0.3764 -2.9628
H -6.7167 -3.9894 -4.8088
H -4.2813 -0.5714 0.2283
H -5.7181 -1.0051 -0.9808
H -5.7144 1.7180 -1.7636
H -4.3798 1.6458 1.3202
H -5.9951 2.7711 0.8762
H 1.1413 -0.3225 -3.5007
H 4.5184 -1.7721 -1.8700
H 1.7591 -2.4497 -3.5708
H 3.0324 -3.6542 -2.8747
H 3.4541 -3.7412 -5.3010
H 4.8420 -2.5691 -4.7788
H 3.2354 -1.8959 -5.6350
H 4.0200 -1.9024 0.5697
H 1.8439 -1.8528 3.8901
H 3.4399 -2.3701 3.0303
H 3.4706 0.7526 3.3995
H 4.7145 -0.4921 4.0999
H 1.6995 -0.2509 5.4733
H 3.2068 0.8987 6.0294
H -0.4187 1.5435 4.2678
H 1.3350 1.4083 3.5758
H 0.3072 2.6141 1.2269
H -1.9299 3.9092 3.2142
H -1.8604 3.7486 1.2961
H -2.2961 2.1812 2.3829
H 0.5996 4.0153 4.1858
H 1.0671 6.2568 2.3829
H 0.0942 5.2280 1.1237
H -0.7204 5.8189 2.8209
H 3.0735 3.9917 3.5916
H 2.6580 4.7025 1.8050
H 2.5519 2.8217 2.1799
```

---

Record 4
Computed, not measured: a 8-piece molecular cluster, C32H40F24O16 overall in a non-equilibrium geometry, with ωB97M-V with the def2-TZVPD basis set.

**Energy above the lowest of the compared OMol25 structures with the same formula, charge and spin**: 40.95 kJ/mol
**SMILES**: CCOC(=O)C(F)(F)F.CCOC(=O)C(F)(F)F.CCOC(=O)C(F)(F)F.CCOC(=O)C(F)(F)F.CCOC(=O)C(F)(F)F.CCOC(=O)C(F)(F)F.CCOC(=O)C(F)(F)F.CCOC(=O)C(F)(F)F
**HOMO-LUMO gap**: 0.4220 Eh

```
112
C32H40F24O16 ωB97M-V with the def2-TZVPD basis set
C -24.2371 6.3759 -5.1769
C -25.7216 6.3845 -5.5192
O -25.8798 7.3978 -6.5359
C -27.1058 7.5682 -6.9985
O -28.0522 6.8763 -6.7854
C -27.2476 8.8357 -7.8539
F -26.1200 9.5268 -7.9978
F -27.7175 8.5294 -9.0688
F -28.1503 9.6306 -7.2643
H -23.6171 6.3678 -6.0772
H -24.0120 5.4836 -4.5981
H -23.9705 7.3258 -4.7132
H -26.2505 6.7325 -4.6349
H -26.0763 5.3962 -5.7959
C -17.6378 11.5075 5.4197
C -18.5770 11.8267 4.2776
O -19.4254 10.7106 3.9555
C -18.9116 9.7197 3.2701
O -17.7781 9.6342 2.8807
C -19.8534 8.5233 3.0724
F -21.0678 8.7435 3.5886
F -19.9921 8.2689 1.7630
F -19.3100 7.4521 3.6545
H -16.9295 12.3306 5.5350
H -17.0836 10.5913 5.2258
H -18.1442 11.4289 6.3825
H -18.0033 12.1676 3.4180
H -19.2965 12.5830 4.5772
C -21.0864 14.1390 -9.1065
C -21.5969 12.8017 -9.5679
O -22.2042 12.1167 -8.4513
C -21.5521 11.1042 -7.9164
O -20.5285 10.6266 -8.3118
C -22.3189 10.4841 -6.7192
F -21.5713 10.5538 -5.6222
F -23.4825 11.1048 -6.5269
F -22.5480 9.1987 -6.9968
H -20.7291 14.7401 -9.9432
H -20.2940 14.0932 -8.3577
H -21.8885 14.7022 -8.6216
H -20.8308 12.1566 -9.9926
H -22.3913 12.9218 -10.3020
C -18.6445 6.0566 -0.8113
C -17.3099 6.4577 -1.3801
O -16.7826 7.6331 -0.7175
C -17.1414 8.8032 -1.2024
O -17.9232 9.0095 -2.0824
C -16.4828 9.9747 -0.4227
F -17.4513 10.7207 0.1095
F -15.6609 9.5668 0.5390
F -15.7836 10.7420 -1.2758
H -19.0867 5.2804 -1.4329
H -19.3127 6.9207 -0.8405
H -18.5693 5.7601 0.2333
H -17.3518 6.6277 -2.4576
H -16.5015 5.7411 -1.2326
C -24.4813 15.9616 -1.1925
C -25.8365 15.3978 -0.8258
O -25.6649 14.1062 -0.2173
C -25.5383 14.0743 1.0948
O -25.6672 14.9825 1.8620
C -25.1486 12.6639 1.5954
F -23.9482 12.7352 2.1875
F -26.0407 12.2149 2.4729
F -25.0654 11.7829 0.5976
H -23.8843 16.0309 -0.2798
H -24.5277 16.8857 -1.7568
H -23.9365 15.2151 -1.7809
H -26.4623 15.2175 -1.6965
H -26.3526 16.0779 -0.1503
C -24.9019 9.7064 -2.1385
C -23.4175 9.7456 -2.3695
O -22.7564 10.0673 -1.1295
C -22.2990 11.3005 -0.9840
O -22.6903 12.2662 -1.5724
C -21.1221 11.3919 0.0057
F -19.9984 11.2104 -0.6984
F -21.0883 12.5947 0.5670
F -21.1639 10.4654 0.9653
H -25.2356 10.7056 -1.8366
H -25.1320 9.1438 -1.2316
H -25.5061 9.3277 -2.9573
H -23.0363 10.3938 -3.1568
H -23.0454 8.7523 -2.6343
C -21.2116 14.2847 3.7062
C -21.0801 14.5235 5.1884
O -19.6726 14.6911 5.4977
C -19.3734 15.4051 6.5630
O -20.1345 15.8405 7.3760
C -17.8520 15.6551 6.6643
F -17.1390 14.7800 5.9479
F -17.5641 16.8915 6.2527
F -17.4799 15.5346 7.9490
H -21.0438 13.2546 3.3876
H -20.6335 14.9917 3.1167
H -22.2574 14.4481 3.4222
H -21.5634 13.7771 5.8146
H -21.5395 15.4871 5.4236
C -32.0819 6.3487 -1.5147
C -31.3377 7.0668 -0.4120
O -30.1122 7.6689 -0.8767
C -29.1308 6.8763 -1.2387
O -29.1073 5.6808 -1.1812
C -27.8962 7.6304 -1.7796
F -26.8007 7.1642 -1.1768
F -27.7807 7.3551 -3.0835
F -27.9531 8.9445 -1.5846
H -33.0375 6.0249 -1.0865
H -31.5648 5.4589 -1.8518
H -32.3550 7.0439 -2.3070
H -31.1187 6.3897 0.4163
H -31.9061 7.8915 0.0077
```

---

Record 5
Computed, not measured: C32H40N4OW as an isolated structure, with ωB97M-V with the def2-TZVPD basis set.

**HOMO-LUMO gap (spin up / spin down)**: 0.2212 / 0.2214 Eh

```
78
C32H40N4OW ωB97M-V with the def2-TZVPD basis set
W -0.0333 -0.5450 -0.1956
C 2.9985 1.4503 0.3894
C 2.1920 2.6712 0.8187
C 0.6746 2.4712 0.8465
N 0.1290 1.6559 -0.2396
C -0.2774 2.2107 -1.3447
C -0.0210 3.5896 -1.6671
C -0.2085 4.2944 -2.8151
C -0.7685 3.8978 -4.0512
C -1.3478 2.6930 -4.3101
C -1.5318 1.5769 -3.4685
C -1.1089 1.3119 -2.1773
N -1.4446 0.1557 -1.5391
C -2.7217 -0.4492 -1.8980
C -3.5543 -0.8108 -0.6585
C -3.2096 0.0054 0.5750
N -1.8779 -0.2435 1.1194
C -1.6650 0.1377 2.3536
C -2.6190 0.8843 3.1140
C -2.7000 1.1693 4.4567
C -1.8681 0.7867 5.5061
C -0.6608 0.1355 5.3568
C 0.0381 -0.2079 4.2058
C -0.2910 -0.1067 2.8346
N 0.6184 -0.2375 1.8643
C 1.9974 -0.0734 2.3394
C 3.0989 0.2395 1.3338
H 2.6010 1.1229 -0.5693
H 4.0213 1.7824 0.1891
H 2.4990 3.0276 1.8075
H 2.4289 3.4747 0.1137
H 0.3914 1.9825 1.7722
H 0.1808 3.4459 0.8678
H 0.4600 4.1506 -0.8792
H 0.1469 5.3187 -2.7743
H -0.7548 4.6277 -4.8504
H -1.7493 2.5638 -5.3097
H -2.0648 0.7642 -3.9444
H -3.3021 0.2831 -2.4637
H -2.5892 -1.3189 -2.5510
H -4.6051 -0.6151 -0.8882
H -3.5094 -1.8702 -0.4249
H -3.3118 1.0744 0.3372
H -3.9669 -0.2219 1.3313
H -3.4203 1.3110 2.5290
H -3.5661 1.7614 4.7358
H -2.1821 1.0398 6.5105
H -0.1413 -0.1119 6.2772
H 0.9977 -0.6595 4.4091
H 1.9839 0.7188 3.0988
H 2.3175 -0.9845 2.8651
H 3.9871 0.3687 1.9622
H 3.2896 -0.6425 0.7273
C -0.4228 -3.0334 1.9577
C 0.0460 -2.8126 0.5324
C -0.9161 -2.7149 -0.5281
C -0.6260 -3.3010 -1.8101
C 0.5786 -3.8720 -2.0583
C 1.5731 -3.9156 -1.0278
C 1.3189 -3.4058 0.2009
H -1.3498 -2.4985 2.1556
H 0.3268 -2.7099 2.6801
H -0.6023 -4.1019 2.1115
H -1.9439 -2.6593 -0.2271
H -1.4019 -3.3225 -2.5680
H 0.7781 -4.3179 -3.0252
H 2.5302 -4.3848 -1.2227
H 2.0593 -3.5030 0.9890
C 3.6553 -1.5311 -2.2714
O 2.7183 -1.2121 -1.2539
C 1.4318 -0.8122 -1.5384
C 1.1777 -0.5772 -3.0099
H 3.3520 -2.4156 -2.8351
H 4.5840 -1.7478 -1.7468
H 3.8086 -0.6909 -2.9531
H 1.6684 -1.3216 -3.6382
H 1.5568 0.4121 -3.3007
H 0.1189 -0.6076 -3.2403
```